No. 1
The following is a DFT calculation (ωB97M-V with the def2-TZVPD basis set) of 6 unconnected molecules or ions with the total composition C31H45F18IN3O13S in a non-equilibrium geometry.

Last column: Mulliken charge in e.
Atoms and positions in Å:
H  12.582  1.650  -4.063  0.315
F  7.991  2.166  -1.653  -0.264
C  13.050  0.674  -4.180  -0.230
F  -7.464  -1.038  3.302  -0.265
H  2.639  5.147  -5.182  0.322
O  2.552  2.475  -4.568  -0.290
H  -0.037  -0.234  -0.601  0.336
C  5.962  0.565  1.402  -0.600
C  5.497  2.003  1.814  -0.980
H  -3.432  -1.172  0.981  0.325
F  1.719  0.827  -2.320  -0.322
H  -14.380  -6.937  1.524  0.381
H  -12.578  -6.196  3.053  0.313
F  6.290  1.282  -2.605  -0.242
C  13.080  0.284  -5.642  -1.100
H  3.886  -1.888  1.498  0.356
C  2.249  3.121  -5.824  -0.231
C  -13.476  -5.591  2.940  -0.221
H  -10.213  0.948  3.106  0.330
H  6.611  2.896  0.231  0.255
C  -14.131  -5.879  1.606  -1.116
C  3.043  -1.194  1.376  -0.886
H  13.565  -0.682  -5.781  0.322
C  11.887  -2.224  -2.198  1.043
C  -5.876  -0.788  1.535  0.322
H  4.867  2.660  -0.172  0.101
C  1.848  2.883  -3.518  -0.129
H  5.481  -0.197  2.027  0.185
H  -3.706  1.099  2.050  0.312
H  4.803  -1.582  -0.422  0.401
H  -13.162  1.341  2.354  0.371
H  4.049  4.302  -5.799  0.293
H  8.511  -0.652  -1.727  0.132
F  -12.616  5.655  1.857  -0.252
O  12.246  -0.252  -3.415  -0.270
F  8.229  0.946  -3.336  -0.267
O  0.103  0.049  0.320  -0.356
C  -12.005  3.403  1.430  0.359
H  4.467  1.966  2.173  0.422
H  9.366  -2.096  -0.153  0.370
S  0.319  -1.227  1.266  1.292
H  6.611  -1.846  0.885  0.387
C  3.383  -0.122  0.285  0.205
H  1.915  -3.072  1.384  0.458
H  -12.497  1.513  3.967  0.340
H  2.583  2.439  -6.604  0.338
C  -13.979  -3.335  3.358  0.121
F  -8.217  -0.416  1.379  -0.231
O  -0.810  -2.092  1.082  -0.626
H  3.350  0.902  0.658  0.083
H  13.621  1.029  -6.224  0.381
H  -3.358  0.399  3.619  0.309
O  -13.048  -4.219  3.017  -0.297
C  12.851  -1.375  -3.037  0.205
F  -11.408  5.281  0.103  -0.240
H  2.865  -0.757  2.360  0.557
C  6.985  -0.460  -0.445  -0.297
F  -12.632  -1.792  4.567  -0.271
H  -14.136  -5.833  3.773  0.330
C  -13.360  -1.934  3.445  1.216
H  -3.028  -1.842  2.546  0.298
F  -14.289  -0.976  3.460  -0.258
C  9.111  -1.512  1.790  -0.850
H  8.476  -1.247  2.630  0.288
H  -11.365  -0.360  2.810  0.359
H  -2.098  0.437  2.372  0.230
O  0.410  -0.766  2.607  -0.633
F  -7.564  -2.455  1.673  -0.280
H  1.172  3.243  -5.940  0.350
F  -10.518  5.157  2.066  -0.245
C  -3.163  0.296  2.551  -1.001
C  7.513  1.113  -2.238  0.768
C  2.977  4.443  -5.942  -1.138
C  5.586  2.941  0.591  -0.561
H  6.165  2.411  2.572  0.560
O  -11.893  2.968  2.680  -0.321
C  -7.294  -1.172  1.976  0.931
H  2.806  4.885  -6.923  0.393
H  1.941  -2.229  -0.173  0.378
H  -10.876  0.713  1.498  0.340
C  4.678  -0.491  -0.471  -1.232
H  7.030  0.537  1.662  0.599
O  13.979  -1.678  -3.271  -0.491
H  2.581  -0.197  -0.446  0.131
O  -5.626  -0.143  0.560  -0.521
H  14.053  0.743  -3.762  0.325
C  1.863  -2.092  0.912  -1.219
C  2.250  2.072  -2.279  1.369
H  12.066  0.196  -6.035  0.298
C  -11.115  0.663  2.561  -1.012
O  1.003  3.723  -3.521  -0.492
I  5.324  5.011  1.168  0.100
N  7.717  -0.074  -1.457  0.233
F  10.645  -2.273  -2.736  -0.282
N  5.882  0.306  -0.063  1.136
C  8.665  -1.735  0.595  -0.405
H  -15.045  -5.298  1.485  0.318
C  -11.629  4.889  1.360  0.852
O  -12.377  2.758  0.495  -0.506
F  1.832  2.639  -1.151  -0.273
F  12.304  -3.476  -2.069  -0.234
N  7.284  -1.606  0.165  -0.015
O  -4.985  -1.309  2.371  -0.312
H  -13.464  -5.608  0.787  0.306
O  -15.123  -3.581  3.600  -0.511
C  -3.602  -1.062  2.051  -0.137
H  10.169  -1.655  1.965  0.333
C  -12.258  1.593  2.907  -0.356
F  11.746  -1.715  -0.954  -0.257
F  -12.540  -1.676  2.406  -0.327
H  4.501  -0.261  -1.528  0.366
F  3.588  1.927  -2.174  -0.197

## Properties
**Total charge**: +1
**Electronic energy**: -4843.8874 Eh
**LUMO level**: -3.888 eV
**Energy above the lowest of the compared OMol25 structures with the same formula, charge and spin**: 1.576 eV
**Spin multiplicity**: 1

No. 2
The following is a DFT calculation (ωB97M-V with the def2-TZVPD basis set) of a molecular structure, C8H22InO5.

Last column: Mulliken charge in e.
Atoms and positions in Å:
H  -4.035  0.386  3.364  0.322
O  4.982  0.743  -0.917  -0.392
C  -3.730  0.229  2.324  -0.813
C  -1.504  -2.633  2.099  -0.289
O  -2.482  -0.427  2.265  -0.223
H  -1.431  -3.560  2.674  0.398
C  0.169  2.708  -2.470  -1.083
O  -1.871  -3.039  0.785  -0.477
C  -1.819  -2.040  -0.234  -0.345
H  2.897  2.101  -4.402  -0.368
H  3.479  3.386  -0.320  0.293
C  1.575  -0.911  0.398  -0.821
H  -2.420  -1.171  0.033  0.146
H  4.614  0.274  -1.684  0.312
H  -0.278  1.887  -3.069  0.197
O  4.873  2.113  -1.291  -0.228
H  -2.320  -1.697  3.854  0.385
C  3.497  2.564  -1.074  -0.322
H  0.196  -2.548  -0.765  0.371
In  2.369  3.072  -2.983  0.637
H  1.865  -1.950  0.596  0.370
H  2.475  4.842  -3.383  -0.362
H  -3.532  -2.182  2.635  0.355
H  -0.513  -2.178  2.109  0.114
H  -0.418  3.638  -2.636  0.263
H  -3.624  1.196  1.833  0.244
H  2.949  1.702  -0.626  -0.115
C  -2.535  -1.748  2.779  -0.577
H  -0.442  -1.094  -1.585  0.404
H  0.085  2.471  -1.382  0.188
H  -4.496  -0.345  1.790  0.343
C  -0.409  -1.643  -0.637  -0.592
H  1.931  -0.295  1.222  0.254
O  0.168  -0.788  0.337  -0.288
H  2.032  -0.562  -0.532  0.299
H  -2.295  -2.498  -1.105  0.399

## Properties
**Total charge**: -1
**Electronic energy**: -884.1150 Eh
**LUMO level**: 2.677 eV
**Spin multiplicity**: 1

No. 3
The following is a DFT calculation (ωB97M-V with the def2-TZVPD basis set) of 3 unconnected molecules or ions with the total composition C4H13NO2 in a non-equilibrium geometry.

Last column: natural (NBO) charge in e.
Atoms and positions in Å:
H  -0.912  -0.950  0.482  0.162
O  2.064  -1.805  1.965  -0.922
H  0.369  1.181  -2.016  0.192
H  1.594  -1.109  2.555  0.460
C  -0.043  1.535  -1.128  -0.202
H  -2.146  0.246  1.193  0.193
O  -0.887  -2.052  -2.567  -0.944
H  -0.373  1.899  1.645  0.205
C  -1.237  0.181  0.573  -0.213
C  -0.053  0.959  1.203  -0.409
H  1.360  0.054  -0.065  0.213
H  -1.771  -2.418  -2.215  0.478
C  0.915  1.077  0.080  -0.421
H  2.705  -2.016  2.692  0.462
H  1.746  1.792  0.067  0.209
H  0.369  0.361  2.039  0.177
H  -1.598  0.108  -1.359  0.369
N  -1.340  0.875  -0.688  -0.650
H  -0.078  2.525  -1.104  0.170
H  -0.684  -2.444  -3.353  0.468

## Properties
**Electronic energy**: -365.3746 Eh
**LUMO level**: 0.719 eV
**Energy above the lowest of the compared OMol25 structures with the same formula, charge and spin**: 1.847 eV
**Spin multiplicity**: 1

No. 4
The following is a DFT calculation (ωB97M-V with the def2-TZVPD basis set) of 2 unconnected molecules or ions with the total composition C11H15NO in a non-equilibrium geometry.

Last column: natural (NBO) charge in e.
Atoms and positions in Å:
H  -2.461  0.545  -1.323  0.151
H  1.984  0.478  3.295  0.217
H  -1.551  -0.064  1.043  0.224
H  -2.847  -1.183  1.083  0.220
N  0.883  -1.156  -1.461  -0.539
H  -3.608  -0.655  -1.247  0.163
C  2.304  -1.232  1.951  -0.209
H  0.809  -2.118  -1.751  0.402
H  -1.007  2.482  -0.622  0.217
H  2.361  -2.655  0.269  0.211
H  -1.413  -1.504  -0.121  0.206
H  1.075  1.908  1.647  0.204
C  1.264  0.873  1.363  -0.177
C  1.955  0.091  2.275  -0.246
C  -0.188  2.331  -1.345  -0.639
C  0.330  -0.024  -2.060  -0.034
H  -3.720  1.667  -0.086  0.468
C  0.382  0.961  -1.101  -0.077
C  -2.989  -0.077  -0.568  -0.063
H  0.477  3.177  -1.557  0.226
H  2.820  -1.855  2.669  0.214
H  -0.658  2.271  -2.334  0.212
C  2.062  -1.688  0.657  -0.243
O  -3.721  0.796  0.318  -0.739
C  -2.038  -0.811  0.447  -0.632
C  0.852  0.437  0.101  -0.110
H  0.346  -0.048  -3.137  0.221
C  1.164  -0.950  -0.112  0.149

## Properties
**Electronic energy**: -558.0891 Eh
**LUMO level**: 0.809 eV
**Energy above the lowest of the compared OMol25 structures with the same formula, charge and spin**: 1.545 eV
**Spin multiplicity**: 1

no.,HOMO level (eV)
1,-11.837
2,-4.210
3,-8.380
4,-7.870